ORCA calculation (ωB97M-V with the def2-TZVPD basis set) on a structure of composition C62H114B2Hg2N6O22.

```
208
Properties=species:S:1:pos:R:3:forces:R:3:lowdin_charge:R:1
Hg -5.77620 1.39314 6.06540 -0.01 -0.01 -0.15 0.39
Hg 4.91724 2.93355 -4.45073 -0.06 -0.08 -0.07 0.50
O -2.83361 3.97946 2.85342 0.39 0.53 -0.98 0.17
C -2.37285 4.60565 1.93020 -0.11 -1.57 1.02 -0.34
O -1.97834 4.10712 0.75081 -0.81 -0.15 1.27 0.26
B -1.56163 5.16720 -0.10936 0.62 0.55 -0.63 -0.85
O -1.75356 6.41290 0.68548 0.24 0.00 0.96 0.23
C -2.13740 6.12967 1.93790 -1.44 3.34 0.83 -0.30
O -2.44697 6.95163 2.82909 1.42 -3.15 -2.97 0.13
O -2.29330 5.24696 -1.39944 -0.64 0.38 1.07 0.24
C -1.45180 5.41248 -2.38246 -0.76 -0.66 -2.20 -0.41
O -1.73106 5.52788 -3.55166 0.14 0.28 0.80 0.15
C -0.08188 5.14200 -1.84624 5.74 -1.22 -1.39 -0.34
O -0.14478 4.93890 -0.55813 -0.80 0.59 0.49 0.24
O 0.99659 4.96756 -2.49390 -3.99 0.92 1.71 0.08
O -2.58979 -1.16871 3.29450 2.43 0.06 -1.44 0.12
C -1.52351 -1.26711 2.68621 -2.35 0.06 1.20 -0.36
O -1.15850 -0.68059 1.57110 -1.51 0.85 -0.31 0.26
B 0.03546 -1.26215 1.03388 0.34 0.18 1.08 -0.92
O 0.62631 -2.00369 2.13853 -1.00 -0.53 1.05 0.22
C -0.37323 -2.17970 3.06216 1.25 -1.53 0.71 -0.34
O -0.36913 -2.96876 3.97665 0.29 1.04 -1.00 0.15
O 0.94490 -0.19448 0.54671 -0.19 -0.14 0.58 0.28
C 1.22752 -0.45337 -0.67253 2.12 1.13 -3.33 -0.36
O 1.96350 0.15988 -1.44867 -1.33 -1.02 1.73 0.14
C 0.46673 -1.75598 -1.10881 0.33 -0.59 -2.05 -0.41
O -0.23705 -2.12831 -0.11811 -0.94 -0.21 1.98 0.28
O 0.48789 -2.34051 -2.15826 0.62 0.74 -0.19 0.17
C 3.09900 -0.61921 -9.19120 -0.05 -0.46 0.96 -0.01
C 4.24711 0.28101 -8.61054 0.94 -1.36 0.56 -0.48
C 5.34956 0.30354 -9.65930 -0.25 0.55 -1.03 -0.15
C 5.05809 1.21456 -10.86632 -0.58 -0.47 0.95 -0.16
C 4.60423 2.56951 -10.30050 0.29 -0.12 0.39 -0.12
C 3.44153 2.55466 -9.22469 1.23 1.20 -1.38 -0.44
N 3.80993 1.59992 -8.16698 -0.89 1.25 -2.15 -0.04
O 2.82934 1.63054 -7.21384 0.34 -0.52 1.45 -0.04
C 3.36547 4.02282 -8.65696 0.58 -0.71 0.60 -0.03
C 2.05493 2.32384 -9.94939 0.33 -0.18 0.93 0.00
C 4.87642 -0.39421 -7.37462 -0.70 -0.52 0.00 -0.03
H 2.20779 -0.55745 -8.56667 -0.26 0.31 -0.21 0.09
H 3.37702 -1.66438 -9.05549 0.38 0.01 -0.03 0.09
H 2.86466 -0.52531 -10.25156 0.09 0.48 0.19 0.08
H 6.34271 0.58939 -9.31282 -0.17 0.09 0.67 0.12
H 5.45078 -0.72473 -10.00644 0.04 -0.09 0.05 0.13
H 4.30682 0.76080 -11.51269 0.09 0.05 -0.20 0.11
H 6.03672 1.22693 -11.34615 -0.38 0.62 -0.65 0.12
H 4.32858 3.31336 -11.04803 -0.01 -0.19 -0.17 0.12
H 5.51876 2.93863 -9.83628 -0.13 0.43 0.39 0.12
H 3.19140 4.70844 -9.48626 0.06 0.03 0.19 0.09
H 2.67921 4.22098 -7.83363 -0.84 -0.50 -0.48 0.08
H 4.27915 4.26480 -8.11406 0.60 0.02 -0.64 0.07
H 1.99900 2.92919 -10.85411 0.17 0.14 0.20 0.10
H 1.81283 1.30116 -10.23851 0.20 0.08 0.17 0.07
H 1.32643 2.69869 -9.23045 -0.46 -0.11 -0.30 0.08
H 5.09250 -1.43668 -7.60842 -0.14 -0.05 0.03 0.09
H 4.14396 -0.35266 -6.56847 0.27 -0.15 0.25 0.08
H 5.83263 0.03766 -7.07921 -0.23 0.41 -0.03 0.08
H 1.98135 1.40911 -7.60563 -0.51 -0.16 -0.44 0.10
C -1.54384 -1.33491 9.91790 0.54 0.56 0.05 -0.03
C -0.29696 -0.37621 10.03516 0.40 -2.36 -1.10 -0.44
C 0.95861 -1.35549 10.29454 0.06 2.79 -0.46 -0.06
C 2.31294 -0.62344 10.00393 0.93 -0.29 1.34 -0.21
C 2.41832 -0.00044 8.68075 -1.79 -0.82 -2.49 -0.17
C 1.24738 1.03456 8.43943 1.36 -0.59 -1.53 -0.40
N -0.09904 0.31812 8.71221 2.70 0.14 1.32 -0.02
O -1.14679 1.10890 8.39993 -0.57 0.09 -0.13 0.03
C 1.64718 2.23497 9.29345 -1.76 0.99 2.02 -0.05
C 1.24579 1.57481 6.95889 0.53 -1.06 -0.22 -0.01
C -0.51380 0.56562 11.21717 -0.10 0.19 0.00 -0.01
H -1.39177 -2.13858 9.19743 0.11 0.15 -0.07 0.08
H -2.46088 -0.80315 9.66420 0.12 0.14 -0.03 0.08
H -1.69045 -1.78342 10.90047 0.04 -0.06 0.01 0.09
H 0.91536 -1.54157 11.36766 -0.07 -0.76 -0.25 0.11
H 0.80539 -2.20587 9.63010 0.36 -0.18 0.38 0.12
H 3.21611 -1.22234 10.12106 -0.38 -1.07 -0.10 0.12
H 2.66863 0.15022 10.68440 -1.14 0.20 0.92 0.11
H 2.28753 -0.80700 7.95932 -0.38 -0.14 -0.42 0.12
H 3.43268 0.29803 8.41598 -0.19 0.98 0.35 0.13
H 1.73048 2.04080 10.36278 0.22 -0.58 0.02 0.07
H 2.55009 2.79893 9.05933 -0.02 -0.55 -0.75 0.10
H 0.83842 2.96513 9.32333 -0.14 0.44 -0.44 0.08
H 2.01834 2.33739 6.86030 -0.30 0.24 0.16 0.08
H 1.57863 0.81176 6.25528 0.04 -0.48 0.20 0.08
H 0.31244 1.89495 6.49578 -0.14 0.34 0.75 0.08
H 0.21682 0.31638 11.98670 0.02 0.38 0.02 0.09
H -1.50489 0.39357 11.63698 0.02 0.23 -0.01 0.09
H -0.42189 1.61259 10.92819 0.02 0.03 0.29 0.07
H -1.00597 1.85309 8.98980 -0.55 1.05 0.10 0.10
C 6.21324 4.01132 0.26242 0.69 0.86 0.52 -0.02
C 7.14342 3.00724 0.93824 0.54 -1.08 0.03 -0.48
C 6.48976 2.52128 2.19411 -0.56 -0.67 1.07 -0.16
C 6.99492 1.24614 2.93969 0.03 0.47 -1.83 -0.13
C 6.99032 0.09744 1.84724 -0.23 0.34 1.68 -0.13
C 7.68327 0.47033 0.53236 0.48 -0.94 1.22 -0.48
N 7.16409 1.77326 0.04912 1.82 0.92 0.77 -0.02
O 7.74408 2.08982 -1.15288 -0.52 -0.51 -0.82 0.01
C 9.19431 0.45276 0.89547 1.13 0.85 -0.28 -0.02
C 7.38646 -0.64777 -0.47865 -0.50 0.19 -0.28 -0.02
C 8.52879 3.70897 1.33394 -1.02 -1.11 -1.19 0.02
H 6.05972 4.74404 1.05466 -0.54 0.13 -0.02 0.09
H 5.25745 3.61969 -0.08572 0.21 -0.13 0.07 0.10
H 6.72132 4.59858 -0.50248 -0.05 -0.34 -0.34 0.09
H 6.42577 3.38319 2.85828 -0.36 -0.09 0.13 0.13
H 5.51625 2.20157 1.82239 -0.57 0.36 0.57 0.13
H 6.36780 1.13217 3.82391 -0.47 -0.58 -0.41 0.11
H 7.98062 1.29484 3.40242 0.31 0.38 -0.41 0.09
H 6.00764 -0.31502 1.61854 -0.25 0.29 0.27 0.12
H 7.57107 -0.69485 2.31958 -0.08 -0.38 -0.39 0.12
H 9.84140 0.85245 0.11469 -0.11 0.03 -0.32 0.08
H 9.48625 0.99863 1.79263 -0.56 0.41 0.01 0.07
H 9.62008 -0.52231 1.13222 -0.67 -0.46 -0.42 0.10
H 7.54547 -1.63342 -0.04124 0.19 0.15 0.25 0.09
H 6.32677 -0.60178 -0.72973 -0.08 0.03 -0.11 0.09
H 7.94738 -0.61719 -1.41274 0.14 0.31 0.15 0.09
H 8.34137 4.75548 1.57431 -0.09 -0.14 0.06 0.09
H 9.17397 3.68527 0.45572 0.43 0.16 0.17 0.07
H 8.98191 3.18360 2.17463 0.07 0.14 -0.17 0.08
H 8.57911 2.51652 -0.94734 0.52 0.43 -0.07 0.09
C -8.71847 -0.96222 2.86822 0.42 1.16 -0.11 -0.01
C -9.67265 0.25648 2.58637 -0.84 -0.44 0.45 -0.42
C -10.95329 0.00476 3.37698 -1.73 -0.35 0.40 -0.15
C -12.02031 1.13053 3.43411 1.64 -0.31 -0.05 -0.16
C -11.33834 2.39167 3.89994 -0.94 0.57 -0.38 -0.16
C -10.07693 2.78885 3.08977 0.62 0.16 2.87 -0.39
N -9.12083 1.59222 3.05374 -1.28 -1.13 -0.89 0.00
O -7.85378 1.83516 2.56303 -0.98 0.34 0.50 0.02
C -10.44728 3.36091 1.69029 -0.06 0.55 0.22 0.00
C -9.38806 3.78739 4.10412 1.10 0.78 -0.81 -0.03
C -10.08678 0.34543 1.06311 0.32 0.51 -0.10 0.00
H -7.80739 -0.86728 2.27744 -0.03 -0.17 -0.09 0.08
H -9.16835 -1.94148 2.70464 -0.38 0.34 -0.48 0.09
H -8.40704 -1.00479 3.91192 -0.07 0.43 0.13 0.08
H -11.50971 -0.79691 2.89135 0.47 -0.46 -0.10 0.12
H -10.74830 -0.36241 4.38259 0.31 0.17 0.09 0.13
H -12.82686 0.88221 4.12398 -0.03 -0.21 -0.28 0.13
H -12.38557 1.22449 2.41144 -0.45 0.27 0.15 0.10
H -11.19856 2.44411 4.97966 0.72 -0.81 -0.01 0.12
H -12.06187 3.20576 3.85681 0.05 0.43 -0.71 0.13
H -9.65428 3.22504 0.95491 -0.21 -0.10 -0.08 0.09
H -11.42881 3.04490 1.33697 0.31 -1.01 -0.08 0.08
H -10.69605 4.42215 1.69173 0.78 0.36 0.71 0.09
H -9.86669 4.76614 4.07173 -0.13 -0.08 -0.14 0.09
H -9.30067 3.51671 5.15636 -0.94 -0.77 -0.08 0.08
H -8.32367 3.95168 3.93628 0.02 0.16 -0.92 0.07
H -9.23329 0.66433 0.46482 0.09 -0.03 -0.19 0.08
H -10.89880 1.04848 0.87754 0.29 0.17 0.35 0.06
H -10.48202 -0.55765 0.59799 0.45 -0.54 0.63 0.10
H -8.02351 1.81341 1.61840 0.69 0.02 -0.97 0.10
C 5.50516 -6.53445 2.06078 0.78 -0.42 0.52 -0.01
C 4.46626 -7.49608 1.47222 -1.81 -0.44 -0.72 -0.44
C 3.76193 -6.85101 0.21474 0.13 0.53 -0.67 -0.11
C 4.54598 -6.92477 -1.14284 -0.38 1.32 2.43 -0.17
C 4.90764 -8.34662 -1.31697 1.38 -1.59 -0.49 -0.13
C 5.82280 -8.95617 -0.17088 0.39 0.76 -1.55 -0.47
N 5.09681 -8.77187 1.06951 1.04 -0.54 0.03 -0.03
O 5.78693 -9.47331 2.09633 -0.84 0.97 -0.52 0.04
C 6.08522 -10.43979 -0.49526 -1.60 -0.84 0.62 -0.03
C 7.20640 -8.27986 -0.14301 0.17 1.86 -0.30 -0.02
C 3.30498 -7.88351 2.44172 -0.31 0.60 0.71 -0.02
H 6.27811 -6.28064 1.33536 -0.33 0.23 -0.19 0.07
H 6.06189 -7.04481 2.84672 -0.13 -0.17 0.16 0.09
H 5.11355 -5.62878 2.52392 -0.43 -0.08 -0.32 0.10
H 2.76154 -7.18369 -0.06209 -0.04 -1.01 0.72 0.12
H 3.51430 -5.83783 0.53134 0.48 0.32 -0.11 0.12
H 5.41383 -6.27857 -1.01109 0.32 -0.14 -0.35 0.10
H 3.95496 -6.45912 -1.93148 -0.08 -0.39 -0.07 0.12
H 5.45555 -8.50367 -2.24608 0.24 0.05 -0.07 0.12
H 4.05396 -9.01570 -1.42493 -0.34 0.16 0.23 0.13
H 6.85782 -10.99977 0.03163 0.03 0.66 0.48 0.09
H 5.11851 -10.86398 -0.22390 0.00 -0.77 -0.03 0.09
H 6.23036 -10.73627 -1.53408 -0.02 0.91 -0.25 0.09
H 7.67258 -8.19596 0.83868 0.16 -0.98 -0.07 0.09
H 7.83994 -8.64391 -0.95183 0.15 -0.57 0.44 0.10
H 7.13978 -7.22145 -0.39488 -0.41 0.21 -0.16 0.06
H 3.57137 -8.11497 3.47301 0.66 -0.59 -0.18 0.08
H 2.62892 -8.63776 2.03903 0.51 -0.35 -0.18 0.09
H 2.59609 -7.08613 2.66478 0.27 0.75 -0.61 0.09
H 5.12924 -10.13240 2.33006 -0.06 -0.42 0.50 0.12
C -6.23699 3.32397 -5.77307 -0.06 0.64 0.03 0.00
C -7.24784 2.34751 -5.09948 -0.54 -0.79 -1.08 -0.47
C -7.76184 1.43419 -6.20358 1.39 -1.59 -1.94 -0.15
C -6.71517 0.38654 -6.68062 -0.03 0.14 1.78 -0.16
C -6.16431 -0.36816 -5.43778 -0.39 0.81 -1.19 -0.15
C -5.53854 0.48852 -4.31884 -0.58 -1.94 -0.11 -0.41
N -6.60522 1.52859 -4.02942 0.85 -0.04 0.23 -0.01
O -6.21216 2.38670 -2.99620 -0.28 -0.78 -0.43 0.03
C -5.36680 -0.55344 -3.08153 0.60 1.18 -0.21 -0.01
C -4.15310 1.11486 -4.68523 -0.51 -0.45 0.48 0.00
C -8.54831 2.96735 -4.59570 -0.27 1.57 0.91 -0.03
H -5.50555 2.87408 -6.44442 -0.13 -0.45 0.38 0.07
H -5.69275 3.95492 -5.07035 -0.01 0.00 0.12 0.09
H -6.74272 4.00877 -6.45380 -0.51 0.06 0.30 0.10
H -8.67045 0.87434 -5.98200 -0.04 0.30 0.39 0.12
H -7.92655 2.00174 -7.11947 -0.56 0.51 0.32 0.13
H -5.89979 0.84811 -7.23758 -0.06 -0.03 -0.16 0.10
H -7.18440 -0.39738 -7.27509 -0.04 0.33 -0.34 0.11
H -5.49297 -1.08978 -5.90327 0.25 -0.34 0.92 0.13
H -7.04682 -0.82531 -4.99024 0.19 -0.54 -0.01 0.12
H -4.61249 -1.32121 -3.25377 0.07 0.10 -0.93 0.08
H -4.92490 -0.07389 -2.20812 -0.47 0.43 0.15 0.07
H -6.24963 -1.12585 -2.79681 -0.33 0.56 -0.20 0.08
H -3.35394 0.40798 -4.90831 -0.47 -0.68 0.14 0.09
H -4.21166 1.71340 -5.59431 0.01 0.43 0.59 0.07
H -3.80847 1.57713 -3.76023 0.19 0.81 -0.38 0.09
H -9.31489 2.21218 -4.42199 0.22 0.01 0.12 0.09
H -8.97589 3.71947 -5.25873 0.19 -0.50 -0.96 0.09
H -8.49723 3.64144 -3.74066 0.58 -0.56 0.65 0.08
H -5.49071 2.82924 -3.44926 0.75 0.88 0.53 0.08
```
Forces are in eV/Å.

Calculated values
LUMO energy, eV: -10.17
Energy relative to the best compared isomer or geometry (same formula, charge and spin), kcal per mole: 123.12
HOMO energy, eV: -11.2841
Kohn-Sham gap, eV: 1.11
E, a.u.: -4770.13528
Net charge: +2